{
  "formula": "C23H36N2O6",
  "method": "wB97M-V/def2-TZVPD",
  "elements": ["C", "C", "C", "C", "C", "C", "H", "C", "C", "C", "C", "C", "C", "O", "N", "H", "C", "C", "O", "O", "C", "C", "H", "H", "H", "H", "H", "H", "C", "O", "H", "C", "C", "C", "C", "C", "C", "H", "H", "H", "N", "O", "O", "H", "H", "H", "H", "H", "H", "H", "H", "H", "H", "H", "H", "H", "H", "H", "H", "H", "H", "H", "H", "H", "H", "H", "H"],
  "xyz": [[-10.31, -0.49, 1.65], [-8.94, -0.95, 1.16], [-8.04, 0.24, 0.83], [-6.66, -0.21, 0.35], [-5.75, 0.97, 0.01], [-4.37, 0.52, -0.45], [-3.92, -0.09, 0.33], [-3.46, 1.71, -0.78], [-2.10, 1.30, -1.34], [-1.25, 0.44, -0.41], [-0.96, 1.06, 0.96], [-0.21, 2.39, 0.87], [1.10, 2.27, 0.12], [1.30, 2.80, -0.96], [2.02, 1.53, 0.76], [1.80, 1.11, 1.65], [3.40, 1.33, 0.36], [4.01, 0.40, 1.40], [3.43, 0.09, 2.41], [5.23, 0.00, 1.06], [5.92, -0.86, 1.98], [6.58, -0.06, 3.10], [7.15, -0.73, 3.73], [5.83, 0.44, 3.70], [7.25, 0.69, 2.68], [5.20, -1.57, 2.40], [6.66, -1.38, 1.37], [3.95, 2.28, 0.42], [3.58, 0.84, -1.11], [3.64, 1.93, -1.98], [2.81, 2.45, -1.84], [2.52, -0.17, -1.50], [2.20, -1.23, -0.67], [1.24, -2.15, -1.07], [0.59, -2.04, -2.30], [0.92, -0.98, -3.12], [1.87, -0.06, -2.73], [2.13, 0.77, -3.38], [0.43, -0.87, -4.08], [-0.15, -2.77, -2.57], [0.90, -3.24, -0.19], [-0.03, -3.95, -0.50], [1.57, -3.38, 0.81], [2.67, -1.37, 0.29], [4.56, 0.36, -1.17], [-0.01, 2.76, 1.87], [-0.83, 3.13, 0.35], [-1.89, 1.21, 1.50], [-0.36, 0.34, 1.54], [-1.73, -0.53, -0.26], [-0.30, 0.25, -0.92], [-1.54, 2.19, -1.61], [-2.26, 0.73, -2.26], [-3.96, 2.34, -1.52], [-3.33, 2.31, 0.12], [-4.47, -0.11, -1.34], [-5.65, 1.61, 0.89], [-6.22, 1.57, -0.77], [-6.19, -0.82, 1.12], [-6.77, -0.84, -0.54], [-7.92, 0.86, 1.71], [-8.51, 0.85, 0.05], [-8.47, -1.56, 1.93], [-9.06, -1.57, 0.27], [-10.81, 0.11, 0.89], [-10.94, -1.35, 1.88], [-10.21, 0.12, 2.55]],
  "lowdin_charge": [-0.1216, -0.2811, -0.2410, -0.2304, -0.2265, -0.2219, 0.1087, -0.2157, -0.1996, -0.1979, -0.1808, -0.0947, -0.4589, 0.0711, 0.1313, 0.1355, -0.1185, -0.4647, 0.1206, 0.0124, -0.1930, -0.0561, 0.0806, 0.0763, 0.0806, 0.1269, 0.1273, 0.1815, -0.2826, -0.0288, 0.0697, -0.1350, 0.0638, -0.1497, -0.0037, -0.0499, 0.0020, 0.1234, 0.1113, 0.1202, -0.3589, 0.0821, 0.0826, 0.1205, 0.1601, 0.1244, 0.1174, 0.1076, 0.1102, 0.1113, 0.0823, 0.1046, 0.1123, 0.1144, 0.1053, 0.1204, 0.1165, 0.1158, 0.1158, 0.1159, 0.1147, 0.1149, 0.1072, 0.1071, 0.0693, 0.0655, 0.0693],
  "smiles": "CCCCCCCCCCCC(=O)N[C@@H](C(=O)OCC)[C@H](O)c1cccc([N+](=O)[O-])c1",
  "lumo_energy_ha": -0.016,
  "e_above_lowest_ev": 0.0530,
  "homo_lumo_gap_ev": 9.37
}

=====

{
  "formula": "C23H36N7O6SeTi",
  "method": "wB97M-V/def2-TZVPD",
  "elements": ["Ti", "N", "C", "C", "C", "C", "N", "C", "N", "N", "C", "O", "O", "H", "H", "H", "H", "H", "H", "H", "H", "H", "H", "H", "H", "H", "H", "C", "C", "N", "O", "C", "C", "N", "O", "H", "H", "H", "H", "H", "H", "H", "O", "C", "C", "C", "C", "O", "N", "H", "H", "H", "H", "C", "C", "C", "C", "C", "C", "Se", "C", "C", "C", "H", "H", "H", "H", "H", "H", "H", "H", "H", "H", "H"],
  "xyz": [[-0.85, -0.88, -0.20], [0.56, -1.28, 1.52], [1.23, -2.55, 1.24], [1.96, -3.11, 2.46], [2.86, -4.32, 2.20], [3.83, -4.17, 1.02], [4.61, -2.93, 1.04], [4.22, -1.85, 0.28], [4.28, -0.64, 0.93], [3.89, -1.86, -0.96], [0.23, -3.50, 0.55], [0.31, -4.71, 0.73], [-0.58, -2.90, -0.25], [1.19, -0.49, 1.59], [-0.01, -1.37, 2.37], [1.94, -2.33, 0.44], [1.21, -3.38, 3.21], [2.55, -2.30, 2.89], [2.24, -5.19, 1.99], [3.43, -4.53, 3.11], [3.28, -4.22, 0.09], [4.53, -5.02, 1.02], [4.94, -2.68, 1.95], [4.05, -0.65, 1.91], [3.82, 0.11, 0.42], [3.95, -2.78, -1.38], [2.72, -0.79, -1.24], [-1.19, -1.10, -4.52], [-0.77, -0.84, -3.11], [-1.66, -0.81, -2.14], [-2.95, -1.03, -2.57], [0.58, -0.59, -2.75], [1.66, -0.45, -3.78], [0.80, -0.41, -1.45], [2.09, -0.03, -1.07], [-1.83, -1.99, -4.56], [-0.33, -1.26, -5.17], [-1.78, -0.27, -4.91], [-3.49, -0.86, -1.76], [1.35, 0.23, -4.58], [1.90, -1.41, -4.24], [2.56, -0.05, -3.33], [-1.67, -2.10, 3.01], [-2.66, -1.75, 2.39], [-4.05, -1.69, 3.02], [-4.92, -1.13, 1.91], [-3.96, -1.00, 0.74], [-4.33, -0.65, -0.38], [-2.69, -1.35, 1.08], [-3.99, -1.05, 3.90], [-4.33, -2.69, 3.35], [-5.33, -0.15, 2.12], [-5.74, -1.78, 1.61], [-0.63, 7.36, -0.98], [-0.78, 5.94, -0.52], [-0.93, 5.63, 0.83], [-1.07, 4.32, 1.27], [-1.23, 4.07, 2.75], [-1.05, 3.26, 0.34], [-1.22, 1.48, 1.07], [-0.92, 3.56, -1.02], [-0.95, 2.51, -2.10], [-0.78, 4.89, -1.42], [-0.66, 8.06, -0.14], [-1.43, 7.64, -1.67], [0.32, 7.51, -1.50], [-0.94, 6.43, 1.56], [-1.28, 5.02, 3.29], [-0.39, 3.49, 3.14], [-2.13, 3.49, 2.95], [-1.02, 1.51, -1.67], [-0.05, 2.55, -2.71], [-1.81, 2.66, -2.75], [-0.68, 5.10, -2.48]],
  "lowdin_charge": [0.8413, -0.0034, -0.2889, -0.1410, -0.1818, -0.1829, 0.0487, -0.5635, 0.1566, 0.1121, -0.5827, 0.0505, -0.1174, 0.0710, 0.0627, 0.1100, 0.1264, 0.1000, 0.1010, 0.1057, 0.1110, 0.1094, 0.1239, 0.0876, 0.0913, 0.0729, 0.0019, -0.0238, -0.3092, -0.1199, -0.0474, -0.2965, -0.0264, -0.1160, -0.1364, 0.0820, 0.0635, 0.0868, 0.0368, 0.0802, 0.0838, 0.0680, 0.0214, -0.4882, -0.0868, -0.0856, -0.4919, 0.0227, 0.0443, 0.1163, 0.1162, 0.1199, 0.1158, -0.0697, -0.2928, -0.0387, -0.3190, -0.1259, -0.5115, 0.7218, -0.2855, -0.0664, -0.0360, 0.0647, 0.0722, 0.0721, 0.1026, 0.0643, 0.0606, 0.0523, -0.0091, 0.0861, 0.0898, 0.1160],
  "lumo_energy_ha": [0.092, 0.092],
  "e_above_lowest_ev": 0.0000,
  "total_charge": -1,
  "s2": 2.0095,
  "homo_lumo_gap_ev": [5.86, 6.75],
  "spin_multiplicity": 3
}

=====

{
  "formula": "C23H37ClCsF2LiN2O8SV",
  "method": "wB97M-V/def2-TZVPD",
  "elements": ["C", "O", "C", "C", "C", "C", "C", "C", "C", "C", "C", "C", "C", "C", "C", "N", "C", "C", "H", "H", "H", "H", "H", "H", "H", "H", "H", "H", "H", "H", "H", "H", "H", "H", "H", "H", "H", "H", "H", "H", "F", "O", "V", "O", "C", "S", "O", "C", "H", "H", "H", "H", "H", "H", "F", "C", "C", "O", "H", "H", "H", "H", "H", "H", "C", "C", "N", "H", "H", "H", "Li", "C", "O", "O", "O", "Cs", "Cl"],
  "xyz": [[4.81, -0.01, -0.12], [4.06, 1.02, -0.70], [2.77, 0.57, -1.06], [2.11, 1.43, -2.15], [1.61, 2.83, -1.66], [0.11, 2.79, -1.19], [0.13, 2.74, 0.35], [-1.30, 2.72, 0.97], [-2.34, 2.21, 0.00], [-3.27, 3.11, -0.48], [-4.31, 2.73, -1.39], [-4.46, 1.44, -1.85], [-3.50, 0.48, -1.37], [-3.63, -0.88, -1.81], [-2.73, -1.78, -1.32], [-1.73, -1.38, -0.48], [-1.57, -0.14, -0.06], [-2.47, 0.86, -0.47], [4.57, -0.20, 0.95], [5.90, 0.31, -0.13], [4.75, -0.98, -0.66], [2.87, -0.48, -1.41], [2.08, 0.53, -0.18], [2.82, 1.58, -2.99], [1.26, 0.87, -2.56], [2.21, 3.09, -0.77], [1.80, 3.64, -2.37], [-0.36, 1.91, -1.66], [-0.35, 3.75, -1.59], [0.76, 1.90, 0.68], [0.62, 3.67, 0.70], [-1.63, 3.69, 1.36], [-1.26, 2.06, 1.86], [-3.21, 4.15, -0.16], [-5.05, 3.47, -1.72], [-5.28, 1.16, -2.51], [-4.43, -1.17, -2.49], [-2.83, -2.83, -1.62], [-1.07, -2.08, -0.16], [-0.74, 0.12, 0.60], [2.83, 4.73, -0.35], [-7.76, 2.21, -1.78], [-7.53, 2.23, -0.08], [-7.29, 2.26, 1.61], [5.65, -4.08, 1.90], [3.86, -4.18, 1.83], [3.36, -2.94, 1.18], [3.60, -4.00, 3.60], [6.03, -4.14, 0.88], [5.95, -3.13, 2.35], [6.03, -4.92, 2.48], [4.03, -3.05, 3.93], [4.06, -4.83, 4.13], [2.52, -3.99, 3.79], [-3.70, 0.51, -4.07], [-4.77, -0.33, 3.54], [-5.84, -0.90, 2.63], [-5.52, -0.67, 1.27], [-4.65, 0.74, 3.36], [-5.01, -0.49, 4.59], [-3.80, -0.80, 3.33], [-6.80, -0.41, 2.82], [-5.96, -1.97, 2.79], [-4.68, -1.11, 1.08], [0.87, 0.70, -6.55], [0.36, 1.35, -5.34], [-0.05, 1.86, -4.39], [0.13, 0.76, -7.35], [1.79, 1.19, -6.87], [1.08, -0.35, -6.35], [-1.90, 3.39, -2.49], [6.48, -5.73, 5.13], [7.62, -5.80, 5.58], [5.59, -4.90, 5.53], [6.03, -6.47, 4.19], [2.64, -2.09, 5.03], [7.49, 0.56, -1.32]],
  "lowdin_charge": [-0.2122, -0.1559, -0.2505, -0.1723, -0.2069, -0.2448, -0.1693, -0.1297, -0.2171, -0.0692, -0.0710, -0.0307, -0.1127, 0.0255, -0.0412, 0.0943, 0.0345, -0.0907, 0.0782, -0.0941, 0.0803, 0.1138, 0.1063, 0.1175, 0.0690, 0.0623, 0.1031, 0.0718, 0.0882, 0.0971, 0.1226, 0.1196, 0.1152, 0.1271, 0.1136, 0.1167, 0.1368, 0.1354, 0.1729, 0.1459, -0.6745, -0.7081, 0.7896, -0.7238, -0.2213, 0.8494, -0.5608, -0.5696, 0.0656, 0.0737, 0.0428, -0.1608, 0.0410, -0.0593, -0.6325, -0.0920, -0.3191, -0.0927, 0.0773, 0.0706, 0.0590, 0.1068, 0.1054, 0.0559, -0.0502, -0.2259, 0.1735, 0.0849, 0.0848, 0.0845, 0.7457, -0.9411, 0.1203, 0.0331, 0.0812, 1.3521, -0.2449],
  "lumo_energy_ha": -0.128,
  "total_charge": -1,
  "homo_lumo_gap_ev": 0.92
}

=====

{
  "formula": "C23H37MoN2O7SSi4",
  "method": "wB97M-V/def2-TZVPD",
  "elements": ["Mo", "O", "C", "C", "C", "C", "C", "C", "C", "O", "N", "N", "C", "C", "C", "C", "C", "C", "C", "O", "H", "H", "H", "H", "H", "H", "H", "H", "H", "H", "O", "S", "O", "O", "O", "C", "Si", "C", "C", "Si", "Si", "C", "C", "C", "Si", "C", "C", "C", "H", "H", "H", "H", "H", "H", "H", "H", "H", "H", "H", "H", "H", "H", "H", "H", "H", "H", "H", "H", "H", "H", "H", "H", "H", "H", "H"],
  "xyz": [[0.03, 1.08, 0.10], [4.36, 2.01, 3.44], [3.31, 1.76, 4.24], [3.55, 1.71, 5.61], [2.51, 1.48, 6.48], [1.20, 1.28, 6.03], [0.96, 1.30, 4.68], [2.00, 1.54, 3.76], [1.70, 1.53, 2.35], [0.49, 1.12, 1.94], [2.56, 1.91, 1.45], [2.00, 1.79, 0.17], [2.71, 2.30, -0.77], [2.29, 2.44, -2.15], [3.13, 3.04, -3.09], [2.66, 3.31, -4.36], [1.35, 3.01, -4.70], [0.50, 2.41, -3.78], [0.99, 2.12, -2.54], [0.20, 1.50, -1.60], [4.05, 2.09, 2.52], [4.56, 1.88, 5.95], [2.71, 1.46, 7.55], [0.40, 1.11, 6.73], [-0.04, 1.15, 4.29], [3.67, 2.72, -0.48], [4.14, 3.30, -2.80], [3.32, 3.77, -5.09], [0.98, 3.24, -5.69], [-0.54, 2.19, -4.01], [-3.99, 2.36, 0.31], [-2.69, 2.08, -0.17], [-2.71, 0.88, -1.23], [-1.83, 1.34, 0.90], [-1.89, 3.13, -0.73], [-2.22, -3.51, -2.61], [-2.09, -1.67, -2.92], [-3.64, -1.05, -3.71], [-0.58, -1.37, -3.96], [-2.03, -0.67, -0.76], [1.48, -1.05, -0.05], [0.44, -2.60, 0.09], [2.81, -1.19, 1.23], [2.29, -1.08, -1.75], [-3.02, -1.50, 1.23], [-4.72, -0.77, 1.34], [-2.02, -1.08, 2.73], [-3.10, -3.35, 1.01], [-2.40, -4.04, -3.55], [-3.04, -3.75, -1.93], [-1.30, -3.93, -2.18], [-3.66, -1.35, -4.77], [-3.73, 0.03, -3.66], [-4.52, -1.48, -3.22], [-0.73, -1.89, -4.91], [0.31, -1.79, -3.48], [-0.40, -0.32, -4.17], [-0.16, -2.63, 1.00], [1.11, -3.47, 0.10], [-0.23, -2.71, -0.77], [2.42, -1.14, 2.25], [3.59, -0.44, 1.12], [3.26, -2.18, 1.09], [2.27, -2.11, -2.11], [3.33, -0.76, -1.69], [1.79, -0.45, -2.49], [-4.70, 0.32, 1.18], [-5.13, -0.96, 2.33], [-5.39, -1.20, 0.59], [-1.97, 0.00, 2.87], [-1.00, -1.46, 2.69], [-2.52, -1.52, 3.60], [-3.80, -3.63, 0.22], [-3.45, -3.80, 1.94], [-2.13, -3.79, 0.76]],
  "lowdin_charge": [1.5820, 0.0893, -0.2492, 0.0056, -0.0444, -0.0659, -0.0098, -0.0888, -0.3749, -0.2434, 0.0810, -0.1250, -0.0088, -0.1426, 0.0015, -0.0405, -0.0239, 0.0166, -0.2585, -0.3056, 0.0731, 0.1279, 0.1159, 0.1099, 0.1121, 0.1520, 0.1281, 0.1185, 0.1219, 0.1338, -0.2103, 0.4207, -0.4590, -0.5536, -0.2673, -0.2064, 0.4217, -0.1962, -0.1846, 0.6586, 0.5045, -0.2339, -0.1902, -0.1889, 0.4130, -0.1783, -0.1990, -0.2079, 0.0478, 0.0198, 0.0277, 0.0459, 0.0326, 0.0439, 0.0514, 0.0135, 0.0180, 0.0069, 0.0585, -0.0226, 0.0431, 0.0328, 0.0520, 0.0451, 0.0437, 0.0047, 0.0162, 0.0504, 0.0457, 0.0201, 0.0245, 0.0506, 0.0284, 0.0471, 0.0215],
  "lumo_energy_ha": -0.174,
  "e_above_lowest_ev": 0.5586,
  "total_charge": 1,
  "homo_lumo_gap_ev": 6.46
}

=====

Electronic energy, respectively: -1458.9350, -4983.8822, -3639.3044, -3159.0925 hartree.